Record 1
ORCA calculation (ωB97M-V/def2-TZVPD) on C19H28I2NOP2Pd as an isolated structure at a distorted geometry.

Values from the calculation:
Net charge: +3
<S²>: 6.06
Energy (Eh): -2275.7360
Orbital gap (spin up / spin down) (eV): 6.82 / 3.31
2S+1: 5
HOMO (spin up / spin down) (eV): -15.877 / -16.575

Last column: natural (NBO) charge in e.
Geometry (Å):
I1 0.010 -1.386 -7.126  0.519
I2 0.009 1.332 -6.993  0.489
Pd1 0.010 0.010 -1.086  0.390
P1 -2.395 -0.053 -1.201  1.023
C1 -3.246 -0.097 -2.818  -0.949
C2 -3.129 -1.457 -0.288  -0.942
H1 -4.226 -1.392 -0.298  0.276
H2 -4.265 1.256 -0.324  0.275
H3 -2.780 -1.457 0.751  0.265
H4 -2.794 1.423 0.678  0.263
H5 -2.967 -1.008 -3.360  0.250
H6 -2.802 -2.389 -0.761  0.258
C3 -3.173 1.365 -0.348  -0.942
H7 -4.335 -0.085 -2.670  0.284
H8 -2.902 2.290 -0.871  0.255
H9 -2.954 0.769 -3.423  0.247
P2 2.415 0.016 -1.192  1.024
C4 3.276 -0.073 -2.802  -0.950
C5 3.135 1.492 -0.390  -0.942
H10 2.819 -1.296 0.805  0.263
H11 4.288 -1.210 -0.210  0.276
H12 2.928 -2.290 -0.665  0.256
C6 3.196 -1.325 -0.223  -0.941
H13 2.753 1.589 0.633  0.265
H14 4.231 1.419 -0.360  0.275
H15 4.365 -0.068 -2.648  0.284
H16 2.996 0.784 -3.424  0.248
H17 2.831 2.378 -0.958  0.257
H18 2.993 -0.991 -3.329  0.250
C7 0.016 -0.085 -2.942  0.630
O1 0.021 -0.191 -4.089  -0.470
C8 0.476 3.796 2.799  -0.131
C9 0.107 3.701 1.457  -0.183
C10 -0.051 2.447 0.868  -0.248
C11 0.172 1.254 1.609  0.171
C12 0.642 1.378 2.940  -0.217
C13 0.733 2.632 3.534  -0.187
N1 0.010 0.018 0.991  -0.501
C14 -0.164 -1.203 1.635  0.172
C15 0.070 -2.416 0.927  -0.247
C16 -0.129 -3.655 1.533  -0.184
C17 -0.540 -3.721 2.866  -0.130
C18 -0.795 -2.538 3.573  -0.187
C19 -0.669 -1.295 2.958  -0.217
H19 0.575 4.776 3.266  0.257
H20 -0.051 4.597 0.855  0.247
H21 -0.310 2.371 -0.199  0.198
H22 0.951 0.481 3.484  0.242
H23 1.028 2.697 4.581  0.257
H24 0.366 -2.364 -0.131  0.200
H25 0.029 -4.565 0.953  0.247
H26 -0.671 -4.689 3.346  0.256
H27 -1.120 -2.580 4.611  0.257
H28 -0.983 -0.390 3.478  0.242


Record 2
ORCA calculation (ωB97M-V/def2-TZVPD) on C3H7N3O in the gas phase.

Values from the calculation:
Net charge: 0
Relative energy (zero: lowest compared OMol25 entry of this formula, charge and spin) (kJ/mol): 453.5
Energy (Eh): -357.8771
Orbital gap (eV): 8.11
HOMO (eV): -8.617

Last column: natural (NBO) charge in e.
Geometry (Å):
C1 -0.904 0.425 -1.470  -0.647
C2 0.160 -0.194 -0.583  0.295
C3 -0.064 -0.125 0.994  0.393
N1 0.839 0.546 1.738  -0.803
O1 1.434 0.285 -1.010  -0.725
N2 0.153 -1.487 -0.095  -0.357
N3 -1.045 -0.795 1.543  -0.498
H1 2.053 -0.446 -0.868  0.486
H2 0.890 0.309 2.717  0.405
H3 1.671 0.874 1.276  0.410
H4 -1.701 -1.121 0.843  0.369
H5 -1.900 0.210 -1.083  0.214
H6 -0.775 1.506 -1.526  0.228
H7 -0.812 0.011 -2.475  0.229


Record 3
ORCA calculation (ωB97M-V/def2-TZVPD) on a 2-piece molecular cluster, C10H19ClNO5 overall at a distorted geometry.

Values from the calculation:
Net charge: -1
Energy (Eh): -1283.4876
Orbital gap (eV): 6.88
HOMO (eV): -4.298

Last column: natural (NBO) charge in e.
Geometry (Å):
C1 5.800 1.566 -1.031  -0.634
C2 4.222 1.701 -1.565  -0.405
C3 3.173 0.914 -0.577  -0.426
C4 1.587 1.135 -0.938  0.024
C5 1.300 1.547 -2.513  -0.667
N1 0.840 -0.094 -0.469  -0.635
Cl1 1.053 -1.454 -1.511  0.048
C6 1.001 2.419 -0.040  0.724
O1 -0.329 2.712 -0.048  -0.768
O2 1.856 3.325 0.754  -0.809
H1 5.995 0.423 -0.786  0.196
H2 6.582 1.949 -1.819  0.203
H3 5.871 2.163 -0.003  0.214
H4 3.992 2.852 -1.697  0.220
H5 4.188 1.246 -2.668  0.183
H6 3.447 1.260 0.533  0.254
H7 3.461 -0.240 -0.625  0.199
H8 0.139 1.822 -2.558  0.242
H9 1.553 0.706 -3.286  0.209
H10 1.870 2.516 -2.853  0.224
H11 -0.160 0.097 -0.237  0.404
C7 -3.923 -0.057 3.044  -0.638
C8 -3.062 -0.234 1.805  -0.079
O3 -2.740 -1.615 1.598  -0.491
C9 -3.730 -2.375 1.068  0.986
O4 -4.844 -1.986 0.753  -0.652
O5 -3.279 -3.651 0.973  -0.497
C10 -4.263 -4.577 0.522  -0.255
H12 -3.443 -0.518 3.914  0.206
H13 -4.090 1.003 3.251  0.220
H14 -4.896 -0.542 2.925  0.214
H15 -2.114 0.296 1.944  0.216
H16 -3.541 0.192 0.915  0.199
H17 -4.719 -4.249 -0.418  0.196
H18 -5.026 -4.714 1.294  0.182
H19 -3.771 -5.538 0.347  0.191


Record 4
ORCA calculation (ωB97M-V/def2-TZVPD) on C4H3O4Y as an isolated structure at a distorted geometry.

Values from the calculation:
Net charge: +4
Energy (Eh): -491.3625
Orbital gap (eV): 5.88
HOMO (eV): -27.754

Last column: natural (NBO) charge in e.
Geometry (Å):
O1 2.280 -0.866 -2.830  -0.892
C1 1.966 -0.638 -3.900  0.974
Y1 2.845 -1.374 -0.611  2.872
C2 -0.957 0.808 1.617  -0.217
C3 0.254 0.565 0.816  0.500
O2 0.083 -0.289 -0.073  -0.586
C4 -1.582 -0.526 -0.139  0.980
O3 -1.985 0.141 0.880  -0.325
O4 -2.053 -1.184 -0.969  -0.258
H1 -1.181 1.884 1.694  0.360
H2 -0.865 0.359 2.620  0.356
H3 1.195 1.121 0.896  0.236


Record 5
ORCA calculation (ωB97M-V/def2-TZVPD) on a 2-piece molecular cluster, C3H9N overall at a distorted geometry.

Values from the calculation:
Net charge: 0
Relative energy (zero: lowest compared OMol25 entry of this formula, charge and spin) (kJ/mol): 202.2
Structure (SMILES): C=C.CN
Energy (Eh): -174.3760
Orbital gap (eV): 10.22
HOMO (eV): -9.114

Last column: natural (NBO) charge in e.
Geometry (Å):
C1 -2.363 0.673 -0.186  -0.396
C2 -2.436 1.385 0.932  -0.408
H1 -2.449 -0.457 -0.366  0.204
H2 -1.918 1.127 -1.104  0.195
H3 -2.867 0.947 1.915  0.198
H4 -2.475 2.520 0.902  0.206
C3 2.691 -1.326 -0.261  -0.404
N1 1.508 -0.521 -0.522  -0.835
H5 3.161 -1.314 0.882  0.131
H6 2.582 -2.365 -0.446  0.194
H7 3.612 -0.947 -0.726  0.198
H8 1.747 0.446 -0.378  0.354
H9 0.702 -0.707 0.070  0.362


Record 6
ORCA calculation (ωB97M-V/def2-TZVPD) on C11H13MoNO7PS2Se as an isolated structure at a distorted geometry.

Values from the calculation:
Net charge: -2
Relative energy (zero: lowest compared OMol25 entry of this formula, charge and spin) (kJ/mol): 83.7
<S²>: 3.79
Energy (Eh): -4616.0040
Orbital gap (spin up / spin down) (eV): 4.04 / 5.26
2S+1: 4
HOMO (spin up / spin down) (eV): 0.413 / -0.812

Last column: natural (NBO) charge in e.
Geometry (Å):
Mo1 1.115 0.155 -0.001  0.960
O1 5.013 -3.961 -2.096  -0.683
C1 4.114 -3.011 -1.656  0.277
C2 4.346 -1.658 -1.920  -0.288
C3 3.405 -0.726 -1.486  0.115
N1 2.312 -1.116 -0.809  -0.438
C4 2.078 -2.424 -0.542  0.101
C5 2.977 -3.411 -0.961  -0.257
C6 0.775 -2.650 0.133  0.733
O2 0.317 -3.780 0.322  -0.672
O3 0.158 -1.543 0.446  -0.691
C7 3.372 0.750 -1.714  0.740
O4 4.224 1.322 -2.400  -0.691
O5 2.349 1.314 -1.169  -0.677
H1 5.701 -3.493 -2.581  0.469
H2 5.245 -1.321 -2.414  0.219
H3 2.775 -4.441 -0.718  0.239
C8 -4.848 2.805 0.209  -0.623
C9 -3.926 2.164 -0.819  -0.066
O6 -2.625 2.079 -0.291  -0.839
P1 -1.856 0.629 -0.158  1.639
S1 -0.757 0.473 -1.836  -0.539
S2 -3.193 -0.714 0.358  -0.677
O7 -0.840 1.102 1.025  -0.818
C10 -1.070 0.657 2.368  -0.106
C11 -1.975 1.628 3.096  -0.629
H4 -5.868 2.848 -0.164  0.187
H5 -4.506 3.808 0.454  0.197
H6 -4.830 2.197 1.110  0.219
H7 -3.882 2.754 -1.742  0.160
H8 -4.288 1.155 -1.056  0.203
H9 -0.086 0.620 2.843  0.251
H10 -1.506 -0.351 2.344  0.214
H11 -1.550 2.628 3.036  0.207
H12 -2.058 1.339 4.141  0.197
H13 -2.965 1.627 2.644  0.205
Se1 2.354 0.548 2.004  -0.837


Question: Which of these has the lowest net charge?
Answer: C11H13MoNO7PS2Se


Question: Among the records above, which one has the lowest energy?
Answer: C11H13MoNO7PS2Se


Question: Which value of net charge does entry 2 give?
Answer: 0